[1]
Computed, not measured: an isolated molecule of C2H5OP at a distorted geometry, with ωB97M-V with the def2-TZVPD basis set.

For the max |F|, the calculation gives 0.074 Eh/bohr. As for the orbital gap: 0.3624 Eh. The value obtained for the energy above the lowest of the compared OMol25 structures with the same formula, charge and spin is 1.190 eV. Its SMILES is CC(=O)P.

Last column: Mulliken charge in e.
CARTESIAN COORDINATES (ANGSTROEM)
C  0.26  0.26  0.66  0.40
C  -0.98  0.65  -0.19  -0.83
O  0.64  0.84  1.60  -0.42
P  0.99  -1.63  0.13  -0.08
H  -1.94  0.35  0.28  0.27
H  -1.14  1.81  -0.22  0.27
H  -0.96  0.07  -1.14  0.26
H  0.78  -1.26  -1.36  0.05
H  2.35  -1.09  0.23  0.08

[2]
Computed, not measured: an isolated molecule of C7H11PS2 at a distorted geometry, with ωB97M-V with the def2-TZVPD basis set.

For the max |F|, the calculation gives 0.058 Eh/bohr. As for the orbital gap: 0.3178 Eh. The value obtained for the energy above the lowest of the compared OMol25 structures with the same formula, charge and spin is 1.063 eV. Its SMILES is CSP1C=C(C)[C@@]2(C)S[C@@H]12.

Last column: Mulliken charge in e.
CARTESIAN COORDINATES (ANGSTROEM)
C  -0.19  -1.00  1.19  -1.06
C  1.21  -0.55  -1.00  -0.79
C  -0.96  -0.75  0.01  1.32
C  -0.08  -0.82  -1.20  0.54
C  -2.14  0.25  -0.11  -1.31
C  -0.66  -0.83  -2.58  -1.29
C  2.24  1.83  2.37  -0.77
P  1.63  -0.27  0.68  -0.24
S  -1.22  -2.49  0.71  -0.19
S  1.17  1.78  0.92  -0.14
H  -0.41  -0.45  2.03  0.43
H  1.97  -0.60  -1.67  0.63
H  -2.78  -0.26  -0.85  0.38
H  -1.90  1.33  -0.46  0.21
H  -2.85  0.25  0.69  0.43
H  0.12  -0.65  -3.31  0.35
H  -1.61  -0.24  -2.77  0.29
H  -0.90  -1.92  -2.64  0.32
H  3.20  2.11  2.05  0.34
H  2.32  0.79  2.71  0.26
H  1.83  2.49  3.21  0.29

[3]
Computed, not measured: a structure of composition CH4Na at a distorted geometry, with ωB97M-V with the def2-TZVPD basis set.

The charge is +1. For the max |F|, the calculation gives 0.027 Eh/bohr. As for the orbital gap: 0.5228 Eh. The value obtained for the energy above the lowest of the compared OMol25 structures with the same formula, charge and spin is 0.104 eV.

Last column: Mulliken charge in e.
CARTESIAN COORDINATES (ANGSTROEM)
C  -0.22  0.20  -0.22  -1.24
H  -0.24  0.63  0.78  0.33
H  0.81  0.21  -0.61  0.33
H  -0.86  0.78  -0.89  0.27
H  -0.58  -0.84  -0.18  0.33
Na  1.08  -0.99  1.12  0.96

[4]
Computed, not measured: a cluster of 2 separate species, C2H6OS2 in total at a distorted geometry, with ωB97M-V with the def2-TZVPD basis set.

For the max |F|, the calculation gives 0.105 Eh/bohr. As for the orbital gap: 0.3314 Eh. The value obtained for the energy above the lowest of the compared OMol25 structures with the same formula, charge and spin is 1.534 eV. Its SMILES is C=CO.SS.

Last column: Mulliken charge in e.
CARTESIAN COORDINATES (ANGSTROEM)
S  3.43  -1.24  -2.11  -0.14
S  4.45  -2.14  -0.56  -0.17
H  2.20  -1.31  -1.67  0.15
H  3.78  -1.80  0.58  0.16
C  -1.45  1.75  0.66  -0.68
C  -2.21  0.58  0.85  -0.02
O  -2.68  -0.32  -0.16  -0.51
H  -1.01  2.06  1.61  0.24
H  -1.01  1.95  -0.28  0.32
H  -2.28  0.18  1.85  0.31
H  -3.23  0.29  -0.77  0.34

[5]
Computed, not measured: a structure of composition C33H37BN3O11PS2W, with ωB97M-V with the def2-TZVPD basis set.

The charge is -1. For the max |F|, the calculation gives 0.017 Eh/bohr. As for the orbital gap (alpha / beta): 0.1956 / 0.1603 Eh. The value obtained for the energy above the lowest of the compared OMol25 structures with the same formula, charge and spin is 0.710 eV. As for the multiplicity: 2.

Last column: Mulliken charge in e.
CARTESIAN COORDINATES (ANGSTROEM)
W  -0.15  1.24  -1.07  0.75
O  -0.17  6.89  -3.53  -0.57
C  -0.34  5.68  -2.93  1.00
C  -0.30  5.51  -1.55  -0.54
C  -0.43  4.24  -1.04  0.03
N  -0.57  3.17  -1.82  -0.03
C  -0.68  3.35  -3.14  0.30
C  -0.57  4.57  -3.74  -0.72
C  -0.94  2.04  -3.85  0.28
O  -1.13  1.99  -5.05  -0.80
O  -0.98  1.07  -3.00  -0.64
C  -0.40  3.86  0.41  0.10
O  -0.60  4.65  1.31  -0.78
O  -0.19  2.59  0.51  -0.52
H  0.04  7.55  -2.86  0.29
H  -0.17  6.34  -0.86  0.44
H  -0.64  4.65  -4.81  0.55
C  4.62  -1.25  2.25  -1.06
C  3.70  -0.35  3.04  -0.15
O  3.74  0.97  2.47  -0.51
P  2.40  1.66  1.88  1.04
S  2.90  3.42  1.22  -0.54
S  1.60  0.24  0.66  -0.33
O  1.51  1.69  3.20  -0.46
C  0.08  1.52  3.29  1.14
C  -0.23  1.03  4.69  -1.57
H  4.61  -2.27  2.66  0.35
H  5.65  -0.88  2.28  0.31
H  4.30  -1.29  1.21  0.17
H  4.03  -0.26  4.08  0.37
H  2.69  -0.74  3.03  0.23
H  -0.24  0.80  2.55  -0.51
H  -0.39  2.48  3.08  0.16
H  0.40  0.18  4.95  0.36
H  -1.28  0.73  4.75  0.35
H  -0.06  1.82  5.43  0.38
O  1.73  -3.85  -5.55  -0.51
C  0.65  -4.02  -4.64  -0.68
C  0.63  -2.90  -3.64  0.39
C  -0.25  -2.97  -2.55  -1.24
C  -0.35  -1.89  -1.72  -0.79
N  0.37  -0.77  -1.86  0.48
C  1.27  -0.72  -2.87  1.02
C  1.40  -1.78  -3.78  -0.78
C  2.06  0.49  -2.99  0.43
C  3.16  0.61  -3.86  -0.56
C  3.90  1.76  -3.90  0.17
C  5.08  1.90  -4.81  -0.71
O  6.30  2.10  -4.10  -0.53
C  3.53  2.81  -3.03  -1.17
C  2.46  2.64  -2.20  -0.37
N  1.71  1.51  -2.18  0.46
H  1.59  -4.43  -6.30  0.30
H  0.73  -4.97  -4.12  0.29
H  -0.31  -4.02  -5.17  0.32
H  -0.86  -3.84  -2.37  0.48
H  -1.03  -1.90  -0.88  0.51
H  2.06  -1.70  -4.63  0.52
H  3.44  -0.22  -4.50  0.28
H  4.96  2.79  -5.44  0.32
H  5.14  1.03  -5.47  0.30
H  6.29  1.51  -3.34  0.34
H  4.10  3.73  -2.99  0.47
H  2.17  3.41  -1.50  0.35
C  -2.65  -4.47  4.20  -2.05
C  -3.93  -3.63  4.09  1.99
C  -5.05  -4.54  3.58  -1.62
C  -4.28  -3.12  5.49  -1.63
C  -3.75  -2.44  3.13  0.61
C  -4.83  -1.57  2.92  -0.47
C  -4.77  -0.49  2.05  -2.11
C  -3.58  -0.29  1.38  1.25
O  -3.26  0.67  0.47  -0.30
B  -1.92  0.45  0.06  0.54
O  -1.46  -0.70  0.82  -0.41
C  -2.50  -1.12  1.59  -0.13
C  -2.56  -2.21  2.44  -0.43
H  -2.82  -5.30  4.88  0.43
H  -1.82  -3.88  4.58  0.39
H  -2.36  -4.88  3.23  0.36
H  -5.18  -5.40  4.24  0.44
H  -4.82  -4.91  2.58  0.36
H  -6.00  -4.00  3.52  0.32
H  -4.40  -3.96  6.18  0.44
H  -5.22  -2.55  5.48  0.32
H  -3.50  -2.46  5.87  0.36
H  -5.76  -1.74  3.46  0.37
H  -5.61  0.17  1.90  0.45
H  -1.68  -2.83  2.57  0.55

[6]
Computed, not measured: a structure of composition C11H28N2O23S4V2 at a distorted geometry, with ωB97M-V with the def2-TZVPD basis set.

For the max |F|, the calculation gives 0.140 Eh/bohr. As for the orbital gap: 0.2198 Eh.

Last column: Mulliken charge in e.
CARTESIAN COORDINATES (ANGSTROEM)
O  -2.44  -2.51  -3.38  -0.40
V  -1.33  -1.45  -2.71  1.28
O  0.10  -2.02  -2.86  -0.56
O  -3.16  2.46  -4.96  -0.43
V  -2.09  2.34  -3.78  1.38
O  -0.74  3.13  -4.02  -0.51
N  -4.18  0.52  -1.87  1.11
O  -3.95  1.35  -2.70  -0.75
O  -5.15  0.52  -1.18  -0.60
O  -3.40  -0.39  -1.73  -0.42
N  -1.14  1.24  -0.73  0.89
O  -1.21  2.25  -1.44  -0.33
O  -0.52  0.26  -1.17  -0.22
O  -1.77  1.22  0.33  -0.59
C  2.25  2.42  -1.85  0.04
C  1.52  3.72  -1.36  0.38
O  2.47  4.33  -0.53  -0.37
S  3.68  3.33  -0.05  1.03
O  3.27  2.51  1.13  -0.50
O  4.92  4.10  0.05  -0.55
O  3.58  2.39  -1.45  -0.39
H  2.10  2.16  -2.90  0.33
H  1.68  1.67  -1.28  -0.03
H  0.67  3.57  -0.69  -0.33
H  1.09  4.39  -2.09  0.28
O  -1.66  -2.54  -0.45  -0.27
S  -2.18  -2.36  0.92  1.15
O  -3.44  -1.62  1.19  -0.63
O  -2.17  -3.79  1.81  -0.32
C  -3.36  -4.65  1.59  -0.40
C  -3.36  -5.47  0.38  -0.97
C  -0.75  -1.70  1.79  -0.72
H  -4.19  -3.94  1.66  0.35
H  -3.53  -5.23  2.50  0.34
H  -4.05  -6.32  0.35  0.42
H  -2.41  -6.00  0.29  0.27
H  -3.64  -4.92  -0.53  0.25
H  -0.64  -0.65  1.51  0.09
H  0.08  -2.37  1.57  0.23
H  -0.91  -1.76  2.86  0.47
O  3.13  -5.85  -2.48  -0.58
S  4.16  -4.98  -1.89  1.10
O  5.13  -4.23  -2.68  -0.59
O  3.41  -3.97  -0.74  -0.30
C  2.50  -3.01  -1.23  -0.42
C  2.43  -1.93  -0.08  -0.72
C  5.30  -5.72  -0.63  -0.94
H  1.61  -3.63  -1.28  0.43
H  2.78  -2.52  -2.16  0.42
H  2.73  -2.21  0.93  0.39
H  1.48  -1.39  -0.02  -0.16
H  3.10  -1.15  -0.45  0.32
H  5.83  -6.57  -1.05  0.38
H  4.84  -6.09  0.29  0.32
H  6.09  -4.99  -0.46  0.33
O  -2.86  3.77  2.68  -0.52
S  -2.36  5.13  2.78  1.10
O  -3.20  6.19  3.28  -0.62
O  -1.04  5.18  3.82  -0.35
C  -0.29  3.92  4.11  -0.35
C  0.36  3.46  2.77  -0.59
C  -1.69  5.79  1.16  -0.57
H  -0.90  3.13  4.54  0.27
H  0.56  4.10  4.77  0.36
H  0.85  2.49  2.84  0.43
H  1.20  4.04  2.39  0.29
H  -0.39  3.23  2.01  -0.08
H  -0.78  5.23  0.91  0.02
H  -1.54  6.87  1.21  0.35
H  -2.48  5.53  0.46  0.31